{
  "formula": "C4H7N2",
  "method": "the ωB97M-V functional and the def2-TZVPD basis",
  "spin_multiplicity": 1,
  "total_energy_ev": -7228.390,
  "gap_ev": [8.70, 9.85],
  "fmax_ev_per_a": 5.3,
  "total_charge": 1,
  "e_above_lowest_kj_mol": 709.0,
  "symbols": ["C", "C", "C", "C", "N", "N", "H", "H", "H", "H", "H", "H", "H"],
  "coordinates": [[-1.12651, 1.15338, 0.33433], [0.97885, -0.70154, 0.71122], [0.89920, 0.49380, -0.20384], [-0.09221, -0.70709, -0.24039], [0.04722, 1.53787, 0.01219], [-1.32996, -0.16390, 0.27783], [-2.06264, 1.73143, 0.59359], [1.91777, -1.27935, 0.45278], [0.57173, -0.49234, 1.80275], [1.58686, 0.68566, -0.91925], [0.34080, -2.35357, -2.76070], [0.43914, 2.45975, 0.04996], [-2.22070, -0.57158, 0.15520]],
  "atomic_forces_ev_per_a": [[-5.21, 0.17, 1.05], [0.78, -0.43, 2.85], [-2.03, -2.71, -0.39], [-0.11, -0.22, -0.15], [0.60, 1.90, 1.12], [3.04, 1.08, -1.38], [1.76, 0.07, -0.25], [-1.27, 0.61, 0.93], [1.60, -0.92, -2.01], [2.40, 0.19, -1.97], [-0.03, 0.06, 0.10], [-0.53, 0.68, 0.07], [-1.01, -0.49, 0.04]]
}